1.
A 2-piece molecular cluster, C2H6N2 overall. Source: OMol25; level of theory: ωB97M-V/def2-TZVPD.

```
10
Properties=species:S:1:pos:R:3
H -1.930 0.740 -1.051
N -2.201 -0.369 0.663
H -2.105 -1.124 -1.212
H -2.149 0.546 1.113
C 1.905 -0.042 0.529
H 0.980 0.521 0.386
C -2.070 -0.238 -0.589
N 2.889 -0.022 -0.256
H 2.771 0.681 -0.983
H 1.911 -0.691 1.401
```

## Properties
Net charge: 0
F_max, eV/A: 0.58
Multiplicity: 1
M, g mol⁻¹: 58.08
Gap between HOMO and LUMO, eV: 11.0955
Energy above the lowest of the compared OMol25 structures with the same formula, charge and spin, eV: 2.268
SMILES: C=N.C=N

---

2.
A 13-piece molecular cluster, C65H65N13 overall. Source: OMol25; level of theory: ωB97M-V/def2-TZVPD.

```
143
Properties=species:S:1:pos:R:3
C -3.577 -1.161 -0.387
H 3.526 -1.784 -5.989
H -4.460 5.878 -4.309
H 1.070 -0.875 8.777
H 4.063 -0.975 2.171
C -5.390 -0.723 4.450
C 0.266 5.529 1.161
H -0.099 1.952 -5.714
C -2.393 3.775 -2.991
H 1.828 -1.091 -2.131
H 5.076 1.147 -3.342
C -1.497 -3.138 -2.845
H 1.527 -4.960 -2.235
C 1.496 2.233 -4.314
C 3.905 3.319 0.389
C -2.287 -0.566 -3.543
C -2.852 -3.277 2.734
C -1.156 -0.859 -2.796
H -0.065 4.200 -6.588
N -4.606 -1.109 5.443
C 0.594 2.668 -5.286
C -0.103 -1.677 5.254
C 4.416 2.048 0.270
H -6.355 -1.219 4.355
H 4.188 5.410 -0.160
H 3.001 -6.847 -1.543
H 0.671 -3.400 -0.480
C 1.710 -4.491 1.128
N -0.066 7.799 -0.457
N 0.277 -0.419 5.517
C 1.776 -5.064 -1.187
H -2.621 0.441 -3.737
C -4.140 4.944 -3.860
C 0.158 6.794 1.741
C 0.567 3.978 -5.741
H -1.435 3.788 -2.473
H -0.368 -3.735 5.953
C 2.858 -6.429 0.482
N -0.082 2.001 -0.570
H 1.722 -2.307 -4.040
N 2.502 -5.531 1.415
H -1.644 0.123 1.812
H 4.472 -4.077 -0.427
H 3.417 -7.260 0.884
C 2.620 -0.886 -2.843
H -6.143 4.229 -3.654
C 3.453 -1.287 -5.030
C 1.262 -4.259 -0.185
C -0.903 0.490 1.117
H 3.906 1.274 0.826
H 1.809 1.788 -1.244
C -5.724 -2.119 -0.121
N 3.466 0.139 -2.592
H -1.120 -4.073 -2.452
H -3.660 1.510 2.721
H -2.870 -0.671 6.390
H -5.759 1.236 -0.275
H 5.131 -0.080 -5.525
H -3.081 -3.864 -4.024
N 2.302 4.484 -4.156
H 2.991 3.079 -2.940
H -2.916 1.890 -1.971
C -0.081 7.862 0.896
H 0.223 4.621 1.752
C 5.582 4.083 -1.097
C -2.612 -2.957 -3.667
N 4.234 -2.482 0.802
H 0.055 6.563 -2.058
C -3.367 -0.533 5.438
N -2.816 4.845 -3.656
H -5.246 2.145 -2.423
C -5.366 0.230 -0.339
N -0.727 -2.096 -2.499
C 4.517 4.385 -0.257
C -6.258 -0.840 -0.199
H -7.339 -0.834 -0.141
H -4.759 -5.882 3.721
C 1.439 4.863 -5.103
H -5.682 0.434 2.609
H -3.862 -3.243 -0.328
H 1.499 1.199 -3.993
H -2.653 -6.906 3.709
C 4.329 -0.231 -4.816
C 2.545 -1.604 -4.032
H 1.388 5.909 -5.381
H 0.468 -3.242 8.155
H 6.177 4.857 -1.566
C -2.956 0.411 4.519
C 1.059 1.347 -0.597
H -2.932 -2.229 2.461
H 6.476 -0.349 2.079
C 0.328 -0.231 1.047
N -4.016 0.100 -0.355
C -2.975 -1.678 -4.014
C -5.049 0.156 3.440
H -0.192 8.849 1.328
C -0.028 6.582 -0.978
C -4.584 2.953 -2.726
C 4.324 0.402 -3.583
H 0.529 -1.064 1.708
H -0.228 -1.853 4.192
H -1.965 2.150 0.283
C 1.308 0.240 0.207
N -1.646 -3.828 2.833
C 5.487 1.834 -0.609
C -0.094 -2.719 6.197
H -0.524 -5.524 3.211
H 0.886 0.861 6.991
C -5.115 4.040 -3.393
H -3.829 -1.577 -4.676
H 0.377 6.911 2.793
H -0.490 -0.071 -2.457
C -3.910 -5.245 3.511
C 5.008 -3.324 0.138
C 0.794 -1.124 7.763
C -3.238 2.771 -2.506
C -3.784 0.726 3.458
C 6.940 -2.099 0.827
C 0.471 -2.443 7.423
C 6.395 -3.193 0.149
H 2.227 -0.331 0.119
C -4.370 -2.289 -0.306
H 5.805 0.813 -0.773
C 4.759 -1.541 1.558
C 2.248 3.209 -3.721
H 0.147 4.455 -0.707
H 7.990 -1.878 0.680
H -2.035 0.963 4.659
H 3.081 3.491 1.071
C 0.695 -0.185 6.769
H 6.991 -3.805 -0.514
C -1.521 -5.106 3.214
C 2.574 -6.131 -0.845
C -1.027 1.610 0.305
C 0.062 5.406 -0.197
C 6.123 -1.218 1.546
H 1.571 -3.748 1.898
H -4.996 -3.468 3.254
H -2.494 -1.240 -0.384
H -6.387 -2.976 -0.095
C -2.663 -5.839 3.515
C -4.005 -3.898 3.192
N 6.057 2.844 -1.261
```

## Properties
Net charge: 0
F_max, eV/A: 2.51
Multiplicity: 1
M, g mol⁻¹: 1028.33
Gap between HOMO and LUMO, eV: 9.4871
Energy above the lowest of the compared OMol25 structures with the same formula, charge and spin, eV: 1.196

---

3.
C30H74F12KN6O8PS2 as an isolated structure. Source: OMol25; level of theory: ωB97M-V/def2-TZVPD.

```
134
Properties=species:S:1:pos:R:3
C -19.762 -13.341 11.436
C -21.630 -15.498 10.419
N -23.631 -6.490 8.595
H -12.816 -6.343 6.569
H -16.314 -8.371 6.114
H -23.892 -16.658 8.566
H -13.682 -7.390 8.901
F -20.529 -7.968 10.426
F -23.860 -11.101 4.641
H -19.183 -12.455 11.699
F -23.745 -11.922 7.078
F -26.934 -4.903 7.212
C -26.209 -10.759 9.802
H -16.998 -4.353 5.967
H -14.665 -4.917 6.475
H -19.732 -12.259 0.484
O -26.113 -6.986 9.148
H -13.814 -5.617 8.605
H -26.176 -10.590 10.878
H -24.882 -17.499 5.128
H -27.130 -10.796 7.229
C -19.198 -8.746 5.994
H -28.529 -9.204 12.559
C -20.927 -10.959 2.645
H -23.455 -15.482 11.081
H -22.737 -12.331 0.086
H -26.283 -15.384 5.141
H -21.345 -10.117 0.127
H -29.111 -12.416 10.140
K -22.829 -6.973 6.084
C -15.708 -6.588 8.310
H -23.231 -14.380 6.706
S -25.163 -5.868 9.080
C -20.443 -12.895 1.013
H -21.848 -16.381 9.818
H -26.966 -15.844 6.704
N -21.517 -12.072 1.746
H -28.626 -11.585 7.603
H -21.611 -13.284 3.541
H -21.436 -15.434 5.404
H -18.023 -8.677 7.684
C -29.236 -9.370 10.764
H -25.548 -16.191 8.744
H -22.328 -16.908 5.239
H -18.073 -4.992 7.292
C -20.849 -14.487 9.478
S -23.109 -7.224 9.893
H -23.248 -12.663 2.965
O -28.144 -9.219 11.679
H -28.062 -8.958 9.040
H -18.559 -9.402 5.404
C -21.237 -7.308 9.419
H -22.243 -12.038 9.343
H -14.941 -5.997 5.147
P -23.155 -10.717 6.090
C -21.669 -12.095 10.268
H -20.792 -13.725 0.400
H -16.127 -5.856 9.000
C -25.657 -4.662 7.582
H -19.931 -9.316 6.564
H -24.007 -17.876 6.671
H -19.773 -13.313 1.764
H -27.620 -13.060 10.006
H -24.424 -14.922 8.541
H -27.151 -12.568 7.763
F -25.535 -3.348 7.793
F -21.738 -11.557 5.860
F -21.129 -7.909 8.219
H -17.130 -7.169 5.208
H -20.414 -10.342 1.907
H -13.927 -7.871 6.535
C -23.533 -15.188 6.040
H -20.267 -11.405 3.389
C -24.891 -17.428 6.216
C -18.241 -7.903 6.948
H -20.614 -13.614 12.058
C -27.568 -11.566 7.865
C -16.951 -7.494 6.233
H -19.420 -11.320 9.578
C -22.270 -13.064 2.701
C -28.086 -12.161 10.409
N -27.640 -11.071 9.422
H -29.839 -8.462 10.740
N -20.502 -13.087 10.112
H -25.975 -14.323 6.560
C -26.125 -15.347 6.219
C -14.132 -6.610 8.287
F -22.611 -9.430 5.262
H -19.911 -14.896 9.105
H -25.435 -11.474 9.523
H -28.057 -11.817 11.443
H -16.572 -4.252 7.642
O -22.885 -14.808 10.704
H -16.119 -7.563 8.575
H -23.884 -9.700 -1.108
H -26.045 -9.760 9.397
H -23.605 -11.443 1.373
H -19.025 -14.104 11.186
H -22.852 -9.395 0.742
O -25.191 -4.987 10.247
C -24.631 -15.940 8.211
O -23.655 -8.562 10.080
C -19.570 -12.336 9.213
C -22.431 -10.211 0.155
H -29.817 -10.248 11.045
H -18.697 -12.975 9.084
F -24.882 -4.843 6.505
C -28.579 -9.830 9.439
H -22.253 -12.588 11.046
N -24.769 -15.995 6.638
H -21.833 -10.499 3.040
C -13.772 -6.821 6.783
H -25.823 -17.804 6.638
C -14.857 -5.962 6.233
N -16.239 -6.243 6.867
H -22.503 -14.014 2.221
F -22.296 -10.138 7.431
H -21.177 -15.909 11.321
F -20.848 -6.028 9.298
F -24.495 -9.944 6.600
H -20.112 -12.283 8.269
C -17.057 -4.898 6.909
H -29.412 -9.947 8.746
O -21.587 -16.435 7.084
O -23.208 -10.380 -1.050
H -21.468 -11.085 10.625
O -23.017 -6.463 11.164
H -23.780 -14.827 5.042
C -22.216 -16.031 5.876
C -22.667 -11.533 0.825
H -19.796 -8.158 5.298
H -20.685 -16.617 6.808
H -21.439 -14.307 8.579
H -18.782 -7.188 7.567
```

## Properties
Net charge: +5
F_max, eV/A: 5.93
Multiplicity: 2
M, g mol⁻¹: 1009.14
Gap between HOMO and LUMO (spin up / spin down), eV: 9.8930 / 4.5815

---

4.
A 3-piece molecular cluster, C5H12O2 overall. Source: OMol25; level of theory: ωB97M-V/def2-TZVPD.

```
19
Properties=species:S:1:pos:R:3
H -2.277 0.012 -1.638
H -3.327 -0.830 0.418
C 2.693 -0.292 -0.325
H 1.608 1.669 0.749
O -1.429 0.245 -1.230
H 0.389 -1.058 -0.172
C 0.617 -0.207 0.452
H 2.748 -1.343 -0.049
H -0.023 1.176 -1.492
H 2.704 -0.192 -1.408
O 0.716 1.704 -1.053
H -1.794 1.279 0.543
H 0.728 -0.417 1.507
H -2.359 -0.702 1.898
C -1.456 0.288 0.227
C -2.296 -0.814 0.811
H 3.508 0.247 0.156
H -1.871 -1.802 0.595
C 1.118 1.034 0.013
```

## Properties
Net charge: 0
F_max, eV/A: 5.53
Multiplicity: 1
M, g mol⁻¹: 104.15
Gap between HOMO and LUMO, eV: 7.7322
Energy above the lowest of the compared OMol25 structures with the same formula, charge and spin, eV: 5.486

---

5.
A 2-piece molecular cluster, C13H20F9N4OS overall. Source: OMol25; level of theory: ωB97M-V/def2-TZVPD.

```
48
Properties=species:S:1:pos:R:3
N 0.880 -4.317 0.318
C 1.219 3.912 -1.713
C -0.102 -1.231 2.286
N 2.399 -0.637 0.819
H -2.239 -3.886 -0.570
C -1.845 -1.696 0.251
C 0.092 -3.479 0.912
H 0.793 2.096 2.860
H -2.098 -0.207 2.704
C -0.867 1.305 1.513
C -0.954 0.124 2.646
H 1.341 1.640 0.006
F 0.807 5.153 0.577
H 4.663 -4.217 0.042
F -1.981 2.922 -2.913
F -0.121 1.678 -2.089
H -3.463 -0.721 -2.559
C 0.283 2.467 1.846
N -2.976 -1.447 -3.162
H -0.673 0.471 3.737
H 2.485 2.419 1.280
C 1.285 -0.898 1.466
H -0.293 3.445 2.116
F 2.968 4.423 -0.026
H -3.706 -2.099 -3.533
H 3.088 -4.638 0.435
C 1.448 2.595 0.715
C 1.511 4.006 -0.112
H -0.695 0.935 0.416
F -0.847 5.020 -2.582
H 4.368 -5.252 1.328
F -1.202 3.505 -0.743
H 4.115 -5.776 -0.245
H -1.023 -1.078 -0.354
F 2.235 2.987 -2.333
H -2.668 -0.967 0.703
C -2.509 -2.770 -0.795
N 4.058 -4.971 0.390
H -3.693 -2.686 -0.688
H 0.194 -1.726 3.330
S -0.451 3.349 -2.264
H -1.918 1.869 1.538
C -1.024 -2.390 1.510
O -0.793 -2.574 -2.798
F 1.503 5.280 -2.287
H -1.734 -2.967 2.241
C -2.029 -2.280 -2.320
F 0.167 3.307 -3.900
```

## Properties
Net charge: +1
F_max, eV/A: 12.48
Multiplicity: 1
M, g mol⁻¹: 451.38
Gap between HOMO and LUMO, eV: 8.4237
Energy above the lowest of the compared OMol25 structures with the same formula, charge and spin, eV: 11.809

---

6.
A 2-piece molecular cluster, C6H16NOSi overall. Source: OMol25; level of theory: ωB97M-V/def2-TZVPD.

```
25
Properties=species:S:1:pos:R:3
H -1.878 0.744 -2.898
C 0.596 2.581 1.273
H 2.999 1.630 1.569
H -0.467 2.385 1.436
H -0.160 -3.220 0.072
H -3.347 -0.980 -1.341
Si 1.751 1.025 1.069
H 0.243 -1.733 -0.729
O 2.029 0.898 -1.517
H -2.667 -2.740 -0.200
H 0.591 3.246 0.363
H 0.525 -1.000 2.287
H 2.303 -0.678 2.961
H -2.030 -0.153 -0.413
N 1.766 0.112 -0.336
H -0.460 -0.132 -2.319
C -1.752 -2.190 -0.579
C -1.576 -0.295 -2.483
H -1.706 -0.980 -3.344
H 1.009 0.306 3.333
C -2.253 -0.788 -1.232
H 1.150 2.857 2.119
H 2.427 1.708 -1.125
C 1.362 -0.197 2.480
C -0.452 -2.403 -0.445
```

## Properties
Net charge: -1
F_max, eV/A: 3.94
Multiplicity: 1
M, g mol⁻¹: 146.29
Gap between HOMO and LUMO, eV: 5.9806
Energy above the lowest of the compared OMol25 structures with the same formula, charge and spin, eV: 3.397

---

7.
C26H43Cl6N5O5PPbS as an isolated structure. Source: OMol25; level of theory: ωB97M-V/def2-TZVPD.

```
88
Properties=species:S:1:pos:R:3
C 0.489 -2.917 -3.467
H 1.996 -1.828 -2.743
O -4.246 0.182 5.386
H 0.333 4.126 6.618
C 0.698 -0.793 2.345
C -2.142 -5.920 -2.111
P 0.106 3.422 3.169
H 2.579 3.646 4.609
N 1.762 -2.375 -3.568
H -1.961 -3.925 -4.072
H -3.962 2.419 0.593
C 2.628 -0.984 -7.102
H -0.573 1.101 5.132
H -0.482 6.841 2.377
H -0.825 4.778 5.493
C -1.550 0.985 -1.178
O -5.637 1.119 3.756
H -4.688 0.097 -0.395
O -4.168 -0.718 3.144
H 0.964 1.230 4.225
Cl 2.013 0.107 0.165
C 2.457 -2.190 -4.823
N 0.069 -3.654 -4.519
H 0.774 -3.770 -5.241
C -0.160 6.182 3.193
H 3.493 -2.023 -4.553
H -0.628 0.924 -1.752
C -3.697 0.549 -0.530
H 2.511 -3.056 -7.718
H -2.592 -0.819 -1.907
H -1.526 -4.225 -5.709
N 0.132 3.078 4.780
H 0.960 1.517 5.964
C -2.602 0.021 -1.238
H -2.551 5.211 1.917
C 0.686 -1.322 3.632
H -1.976 -6.249 -1.089
H 2.849 -2.011 -9.059
H -0.075 -5.692 -2.580
N -0.732 4.835 2.980
H 2.802 4.292 1.019
O -3.280 1.469 3.591
C 2.834 3.419 3.594
C -2.003 2.057 -0.386
C 1.953 -1.043 -5.742
H 1.044 3.901 0.778
C -0.430 3.855 5.865
C 3.128 -1.106 2.318
C 2.305 -2.096 -8.115
C 1.838 -1.681 4.315
H -1.258 3.304 6.366
C -1.110 -5.860 -4.444
H 2.468 -3.097 -5.401
H 2.149 2.631 1.112
H -0.317 -6.251 -5.088
H 3.741 -0.916 -6.997
S -0.397 -2.630 -2.070
C -0.923 -6.242 -2.974
H -2.495 3.743 2.840
H -1.451 2.968 -0.265
H 3.062 2.376 3.459
Cl 1.789 -2.191 5.960
H 0.890 -1.143 -5.896
Cl -4.351 0.501 3.973
C 3.079 -1.598 3.633
C -3.319 1.809 -0.028
H -2.071 -6.257 -4.774
C 1.942 -0.653 1.752
H 2.038 -0.086 -5.224
H -0.458 6.661 4.160
Cl -0.847 -1.637 4.398
O -0.475 2.298 2.410
C -2.175 4.787 2.840
N 1.687 3.787 2.778
H -0.670 -7.291 -2.896
H 1.218 -2.167 -8.330
H -2.408 -4.870 -2.043
H 3.695 4.023 3.298
C -1.185 -4.359 -4.692
C 0.383 1.643 5.055
H -3.041 -6.462 -2.482
H -2.711 5.249 3.687
Pb -1.748 0.214 1.586
Cl 4.479 -1.998 4.500
C 1.946 3.668 1.354
Cl 4.677 -0.989 1.546
H 2.350 -0.020 -7.560
H 0.898 6.088 3.093
```

## Properties
Net charge: -1
F_max, eV/A: 1.72
Multiplicity: 1
M, g mol⁻¹: 988.62
Gap between HOMO and LUMO, eV: 6.8524
Energy above the lowest of the compared OMol25 structures with the same formula, charge and spin, eV: 0.778

---

8.
One molecule with the formula C2H4O4. Source: OMol25; level of theory: ωB97M-V/def2-TZVPD.

```
10
Properties=species:S:1:pos:R:3
H -1.464 -0.128 -1.943
O -0.955 -0.728 0.784
C -0.345 -0.117 -0.062
H -0.051 -1.056 -1.909
H 0.523 -0.450 2.581
C -0.499 -0.137 -1.540
O 0.869 1.101 1.529
O 0.691 0.803 0.219
H 0.005 0.608 -1.968
O 1.226 0.105 2.309
```

## Properties
Net charge: 0
F_max, eV/A: 4.63
Multiplicity: 1
M, g mol⁻¹: 92.05
Gap between HOMO and LUMO, eV: 11.2579
Energy above the lowest of the compared OMol25 structures with the same formula, charge and spin, eV: 6.131
SMILES: CC(=O)OOO